{"formula": "C26H34FN5O2", "method": "ωB97M-V with the def2-TZVPD basis set", "elements": ["C", "C", "C", "C", "C", "C", "C", "C", "N", "C", "O", "N", "C", "H", "H", "C", "O", "N", "H", "C", "H", "H", "C", "C", "N", "C", "C", "N", "C", "C", "C", "C", "C", "C", "H", "H", "F", "H", "H", "C", "H", "C", "H", "H", "H", "H", "H", "H", "H", "H", "H", "H", "H", "C", "H", "C", "H", "H", "H", "H", "H", "H", "H", "H", "H", "H", "H", "H"], "xyz": [[3.2899, 2.9154, -0.4923], [3.1069, 1.7589, 0.4430], [4.2188, 1.1037, 0.9550], [4.0891, 0.0388, 1.8277], [2.8285, -0.3875, 2.2036], [1.7123, 0.2550, 1.6990], [1.8352, 1.3238, 0.8235], [0.6022, 1.9888, 0.2691], [-0.5567, 1.8310, 1.1114], [-1.7952, 1.5878, 0.5887], [-2.0310, 1.0984, -0.5045], [-2.7286, 1.9494, 1.5092], [-4.1491, 1.8020, 1.3217], [-4.3957, 2.1203, 0.3031], [-4.6642, 2.4435, 2.0388], [-4.6449, 0.3570, 1.5098], [-5.3999, 0.0391, 2.4055], [-4.1776, -0.4771, 0.5676], [-3.4990, -0.1203, -0.0988], [-4.5230, -1.8797, 0.5477], [-5.4809, -1.9592, 1.0677], [-4.6602, -2.1875, -0.4916], [-3.4875, -2.7809, 1.2455], [-2.6623, -3.6863, 0.3079], [-1.5005, -3.1350, -0.3468], [-1.7176, -2.1829, -1.4150], [-0.4244, -2.0860, -2.2244], [0.6569, -1.6372, -1.3706], [1.7217, -0.9357, -1.8999], [1.4903, 0.1139, -2.8014], [2.5279, 0.8623, -3.3156], [3.8232, 0.5806, -2.9213], [4.0909, -0.4349, -2.0264], [3.0476, -1.1893, -1.5270], [3.2810, -1.9941, -0.8498], [5.1087, -0.6407, -1.7353], [4.8456, 1.3239, -3.4150], [2.3411, 1.6653, -4.0121], [0.4808, 0.3609, -3.0909], [0.8487, -2.5331, -0.2539], [1.1466, -3.5382, -0.5915], [-0.4628, -2.6428, 0.5284], [-0.7045, -1.6445, 0.9336], [-0.3318, -3.3397, 1.3592], [1.6147, -2.1278, 0.4072], [-0.1875, -3.0842, -2.6272], [-0.5614, -1.3996, -3.0568], [-1.9640, -1.1761, -1.0464], [-2.5236, -2.5409, -2.0585], [-3.3176, -4.0867, -0.4712], [-2.2999, -4.5346, 0.8990], [-2.8150, -2.1571, 1.8358], [-4.0122, -3.4331, 1.9442], [-2.1262, 2.3480, 2.7600], [-2.2389, 1.5594, 3.5153], [-0.6575, 2.5518, 2.3634], [-0.4216, 3.6152, 2.2129], [0.0408, 2.1470, 3.0994], [-2.5907, 3.2609, 3.1418], [0.3498, 1.5362, -0.6964], [0.7918, 3.0593, 0.1102], [0.7258, -0.0794, 1.9833], [2.7127, -1.2177, 2.8855], [4.9687, -0.4560, 2.2121], [5.2043, 1.4353, 0.6618], [2.6835, 2.7900, -1.3864], [2.9984, 3.8492, -0.0093], [4.3311, 3.0002, -0.7917]], "atomic_forces_ev_per_a": [[0.0, 0.0, 0.0], [0.0, 0.0, 0.1], [0.0, 0.0, 0.0], [0.1, -0.1, 0.0], [0.0, -0.1, 0.0], [0.0, 0.0, 0.0], [0.0, 0.0, 0.1], [-0.1, -0.1, -0.2], [0.2, 0.0, 0.1], [-0.1, 0.0, 0.1], [-0.1, 0.1, -0.5], [0.0, 0.2, 0.1], [-0.1, -0.2, -0.1], [0.0, 0.0, 0.1], [0.0, -0.1, -0.1], [0.2, 0.6, -0.2], [-0.3, -0.1, 0.4], [0.2, -0.2, -0.5], [-0.1, 0.1, 0.1], [0.0, -0.1, 0.3], [0.1, 0.0, -0.2], [0.0, 0.0, 0.0], [0.0, -0.1, -0.3], [-0.1, 0.0, 0.3], [0.1, 0.0, -0.1], [0.2, -0.1, -0.2], [-0.3, 0.1, -0.1], [-0.4, -0.1, 0.4], [0.5, 0.3, -0.2], [0.0, -0.1, 0.1], [0.3, 0.0, -0.1], [0.0, -0.1, 0.1], [0.1, 0.3, -0.3], [-0.3, -0.2, 0.0], [0.0, -0.1, 0.1], [0.1, 0.0, 0.0], [-0.1, 0.0, 0.0], [0.0, 0.1, -0.1], [-0.1, 0.0, 0.0], [-0.1, 0.1, 0.3], [0.0, 0.0, 0.1], [0.3, -0.1, -0.1], [0.0, 0.0, 0.1], [0.0, 0.0, 0.0], [0.0, -0.1, -0.1], [-0.1, 0.1, 0.0], [0.0, 0.0, 0.0], [0.0, 0.0, -0.1], [0.0, 0.0, 0.0], [0.0, -0.1, 0.0], [-0.1, 0.0, -0.1], [0.0, 0.0, 0.1], [0.0, 0.0, 0.1], [0.0, -0.1, 0.3], [0.0, 0.1, 0.0], [0.1, 0.2, 0.1], [0.0, -0.1, 0.0], [-0.1, 0.1, 0.0], [0.1, -0.1, 0.0], [0.0, 0.1, 0.0], [0.0, -0.1, 0.0], [-0.1, 0.0, 0.0], [0.0, -0.1, 0.1], [0.1, 0.0, 0.0], [0.1, 0.1, -0.1], [0.0, 0.1, -0.1], [0.0, 0.1, 0.0], [0.1, 0.0, -0.1]], "nbo_charge": [-0.663, 0.072, -0.237, -0.217, -0.217, -0.251, 0.034, -0.269, -0.443, 0.803, -0.693, -0.435, -0.299, 0.228, 0.228, 0.659, -0.631, -0.634, 0.432, -0.231, 0.231, 0.193, -0.441, -0.196, -0.462, -0.228, -0.209, -0.447, 0.160, -0.205, -0.288, 0.355, -0.261, -0.248, 0.219, 0.228, -0.336, 0.228, 0.213, -0.214, 0.177, -0.214, 0.165, 0.202, 0.217, 0.179, 0.209, 0.189, 0.199, 0.191, 0.195, 0.209, 0.215, -0.207, 0.194, -0.213, 0.184, 0.214, 0.204, 0.259, 0.191, 0.217, 0.211, 0.213, 0.210, 0.224, 0.215, 0.223], "spin_multiplicity": 1, "orbital_gap_ev": 8.25, "lumo_ev": 0.64, "e_tot_ha": -1535.33491, "smiles": "Cc1ccccc1CN1CCN(CC(=O)NCCCN2CCN(c3ccc(F)cc3)CC2)C1=O", "de_lowest_kcal_mol": 5.25}